{
  "formula": "C24H48AlIN3O6",
  "method": "ωB97M-V/def2-TZVPD",
  "homo_ev": -5.55,
  "total_charge": -1,
  "energy_ev": -57123.816,
  "max_force_ev_per_a": 1.5,
  "lumo_ev": 2.11,
  "mol_weight_g_mol": 628.549,
  "de_lowest_ev": 0.000,
  "gap_ev": 7.652,
  "spin_multiplicity": 1,
  "species": ["C", "N", "C", "C", "O", "C", "Al", "I", "C", "C", "C", "N", "N", "C", "O", "H", "H", "H", "H", "H", "H", "H", "H", "H", "H", "H", "H", "H", "H", "H", "H", "C", "C", "C", "O", "C", "H", "H", "H", "H", "H", "H", "H", "H", "C", "C", "C", "O", "C", "H", "H", "H", "H", "H", "H", "H", "H", "C", "C", "C", "O", "C", "H", "H", "H", "H", "H", "H", "H", "H", "C", "C", "C", "O", "C", "H", "H", "H", "H", "H", "H", "H", "H"],
  "positions_angstrom": [[0.992, -4.609, 3.969], [0.168, -5.624, 3.320], [-0.932, -5.056, 2.557], [0.848, -6.630, 2.589], [0.188, -7.564, 2.169], [2.276, -6.519, 2.234], [2.594, -5.424, 0.565], [5.211, -5.298, 0.296], [1.992, -3.523, 0.765], [1.647, -2.828, -0.582], [2.194, -1.396, -0.631], [1.837, -0.577, 0.537], [1.883, -6.261, -0.980], [0.700, -6.050, -1.165], [-0.457, -5.826, -1.365], [1.095, -3.726, 3.344], [1.940, -4.998, 4.285], [0.475, -4.285, 4.867], [-1.797, -4.893, 3.193], [-1.240, -5.752, 1.796], [-0.679, -4.100, 2.112], [2.604, -7.523, 2.011], [2.926, -6.154, 3.018], [1.099, -3.510, 1.372], [2.798, -3.011, 1.267], [2.072, -3.395, -1.397], [0.566, -2.801, -0.652], [3.270, -1.478, -0.663], [1.797, -0.899, -1.511], [2.554, -0.674, 1.235], [0.970, -0.901, 0.934], [-4.326, -2.167, -0.094], [-3.395, -1.596, -1.160], [-2.145, -1.296, -0.347], [-2.102, -2.269, 0.703], [-3.354, -2.958, 0.772], [-5.127, -2.785, -0.496], [-4.776, -1.357, 0.485], [-3.181, -2.355, -1.916], [-3.790, -0.715, -1.663], [-2.197, -0.299, 0.099], [-1.228, -1.364, -0.937], [-3.215, -3.971, 0.381], [-3.670, -3.028, 1.813], [-0.468, 3.707, 2.339], [0.554, 2.768, 1.702], [-0.333, 1.839, 0.896], [-1.480, 2.609, 0.501], [-1.497, 3.843, 1.224], [-0.054, 4.665, 2.651], [-0.919, 3.230, 3.213], [1.211, 3.330, 1.034], [1.174, 2.239, 2.423], [-0.681, 0.995, 1.502], [0.166, 1.444, 0.015], [-1.230, 4.650, 0.535], [-2.506, 4.027, 1.600], [3.164, 2.145, -2.994], [4.679, 2.080, -2.829], [4.946, 3.280, -1.930], [3.789, 3.435, -1.109], [2.727, 2.614, -1.614], [2.711, 1.197, -3.279], [2.901, 2.891, -3.748], [4.959, 1.156, -2.318], [5.227, 2.127, -3.770], [5.081, 4.195, -2.519], [5.822, 3.146, -1.294], [2.592, 1.768, -0.931], [1.801, 3.192, -1.637], [-4.381, 6.335, -1.894], [-3.556, 6.936, -3.028], [-2.257, 7.283, -2.314], [-2.101, 6.320, -1.271], [-3.318, 5.586, -1.102], [-5.188, 5.688, -2.232], [-4.815, 7.132, -1.284], [-3.374, 6.182, -3.797], [-4.021, 7.799, -3.502], [-2.306, 8.280, -1.863], [-1.388, 7.243, -2.971], [-3.168, 4.574, -1.493], [-3.550, 5.513, -0.041]],
  "forces_ev_per_angstrom": [[-1.10, 0.08, 0.14], [1.32, 0.14, -0.51], [-0.64, -0.11, 0.64], [-0.28, -0.22, -0.08], [-0.33, -0.15, -0.23], [0.13, -0.05, 0.14], [0.15, 0.18, 0.19], [-0.13, -0.05, -0.04], [-0.21, -0.80, -1.19], [0.56, 0.21, 1.19], [-0.71, -0.42, 0.41], [0.26, 0.35, -0.45], [-1.45, 0.47, 0.22], [0.04, 0.07, -0.02], [1.24, -0.35, 0.07], [0.40, 0.15, -0.12], [0.41, -0.15, -0.03], [-0.15, 0.11, 0.29], [-0.24, 0.11, 0.24], [-0.02, -0.24, -0.32], [0.16, 0.22, -0.19], [0.17, -0.38, -0.20], [0.15, 0.35, 0.14], [-0.08, 0.17, 0.42], [0.28, 0.28, 0.41], [-0.10, -0.05, -0.59], [-0.32, -0.11, -0.39], [0.42, 0.27, -0.29], [0.24, 0.15, -0.41], [-0.03, -0.10, 0.33], [-0.18, -0.14, 0.19], [-0.04, 0.11, 0.05], [0.00, -0.12, -0.10], [0.02, 0.03, 0.10], [-0.07, 0.12, -0.04], [0.11, -0.15, -0.11], [0.01, -0.02, -0.01], [0.00, 0.00, 0.00], [0.01, 0.00, 0.02], [0.00, 0.03, 0.03], [0.00, 0.07, -0.02], [0.01, -0.04, 0.04], [-0.02, -0.01, 0.02], [0.07, 0.03, 0.03], [-0.07, -0.13, 0.06], [0.08, 0.19, -0.05], [-0.16, -0.08, -0.03], [0.03, 0.07, 0.11], [0.11, 0.02, -0.12], [0.01, 0.01, -0.03], [0.00, 0.01, 0.00], [0.03, -0.02, 0.02], [0.00, -0.03, -0.01], [0.06, -0.05, 0.02], [-0.05, -0.02, -0.03], [0.00, 0.07, 0.07], [-0.02, -0.05, -0.02], [0.01, 0.12, -0.09], [0.02, -0.10, 0.05], [-0.08, 0.09, -0.03], [0.00, 0.01, -0.10], [-0.03, -0.20, 0.20], [0.01, -0.03, 0.04], [0.00, -0.01, 0.00], [0.00, 0.00, 0.00], [0.00, 0.02, -0.01], [0.06, -0.03, -0.03], [-0.02, 0.02, 0.04], [-0.07, -0.02, -0.05], [0.04, 0.07, 0.04], [-0.02, 0.10, 0.05], [0.00, -0.08, -0.07], [-0.02, 0.04, 0.11], [-0.07, 0.04, -0.01], [0.04, -0.08, -0.17], [0.01, -0.02, -0.01], [0.00, -0.01, 0.00], [0.01, 0.01, 0.00], [0.00, 0.02, 0.02], [-0.01, 0.03, -0.06], [0.04, -0.02, 0.03], [-0.05, -0.03, 0.05], [0.04, 0.02, 0.03]],
  "mulliken_charge": [-0.7925, 0.0471, -0.8293, 0.3742, -0.6430, -0.8162, -0.1842, -0.4269, -0.0541, -0.2504, -1.1178, -0.2658, -0.4442, 0.8750, -0.6037, 0.2100, 0.3953, 0.3004, 0.3558, 0.3657, 0.1466, 0.3991, 0.4528, -0.5280, 0.5485, 0.4095, 0.0749, 0.5035, 0.1930, 0.2073, 0.1355, -0.6431, -0.7852, 0.2540, -0.3382, -0.4722, 0.3695, 0.2680, 0.3339, 0.3846, -0.1022, 0.1096, 0.3189, 0.2567, -0.6908, -0.2917, -0.0955, -0.4502, -0.1815, 0.3703, 0.2648, 0.0560, 0.4180, 0.0883, 0.1786, 0.1124, 0.2566, -0.6055, -0.5307, -0.5154, -0.4421, 0.1764, 0.3243, 0.3075, 0.2402, 0.3616, 0.2714, 0.2740, -0.0754, 0.2046, -0.6076, -0.5305, -0.4964, -0.3781, -0.2257, 0.3649, 0.2720, 0.2651, 0.3414, 0.2631, 0.2678, 0.2600, 0.1854]
}